The following is a DFT calculation (ωB97M-V/def2-TZVPD) of a 2-piece molecular cluster, C5H11NO overall.

Properties
Frontier orbital gap: 7.36 eV
Structure (SMILES): C=N/C=C/CC.O
Energy above the lowest of the compared OMol25 structures with the same formula, charge and spin: 5.612 eV

```
18
Properties=species:S:1:pos:R:3:lowdin_charge:R:1
O 0.6527 2.9665 1.0275 -0.0536
N 1.2558 -1.7367 -1.8098 0.0100
C -1.3661 -0.0836 -0.0036 -0.2714
C 0.0074 -0.6032 0.0645 -0.1647
C 1.8135 -2.8245 -1.3963 -0.0112
C 0.9217 -0.6812 -0.9405 -0.2060
C -1.8542 0.9612 1.0324 -0.1183
H 2.6718 -2.6554 -0.7555 0.0799
H 1.1690 2.5724 0.3231 0.0320
H -1.2815 1.8777 1.2619 0.0432
H 0.3278 -0.9572 1.0401 0.1006
H -1.6323 0.4112 1.9478 0.0596
H 1.1632 0.2387 -1.5213 0.0973
H -2.0810 -0.9248 0.1223 0.1187
H -2.9176 1.2176 0.9813 0.0670
H 1.2094 3.5844 1.5109 0.0403
H -1.5430 0.3645 -1.0026 0.1089
H 1.4833 -3.7274 -1.8822 0.0676
```

---

The following is a DFT calculation (ωB97M-V/def2-TZVPD) of C5H8EuO3 as an isolated structure.

Properties
Spin multiplicity: 9
Frontier orbital gap (spin up / spin down): 7.48 / 9.28 eV
Charge: +1

```
17
Properties=species:S:1:pos:R:3:lowdin_charge:R:1
Eu 2.3253 2.1478 -0.2870 1.5978
O 2.5637 0.3485 0.6181 -0.4844
O 0.1106 1.4551 -0.4363 -0.1275
O -0.1637 -0.7451 -0.0469 0.0506
C 2.2608 -0.9824 0.3840 -0.3149
C -0.4949 0.5063 0.0958 -0.4643
C -1.8636 0.6845 0.7051 -0.1523
C -2.8741 0.7575 -0.3940 0.0820
C 1.1069 -1.1821 -0.5871 -0.1139
H 0.9526 -2.2482 -0.7849 0.1424
H -3.3656 -0.1499 -0.7431 0.0704
H 3.1019 -1.5783 -0.0205 0.1279
H 1.9810 -1.4610 1.3426 0.1304
H -2.0587 -0.1724 1.3625 0.1311
H 1.2639 -0.6663 -1.5454 0.1274
H -2.9940 1.6793 -0.9619 0.0682
H -1.8519 1.6066 1.2989 0.1290
```

---

The following is a DFT calculation (ωB97M-V/def2-TZVPD) of C5H2Cl4 as an isolated structure.

Properties
Frontier orbital gap (spin up / spin down): 6.95 / 6.95 eV

```
11
Properties=species:S:1:pos:R:3:lowdin_charge:R:1
Cl -0.2767 -2.8886 -1.4633 0.6659
Cl -1.7695 -0.9683 0.5612 0.7576
Cl 1.4239 -0.5750 -2.6656 0.7022
Cl -1.3142 0.6861 3.0675 0.6725
C 0.7874 0.6837 -0.3255 -0.1560
C -1.0160 0.4999 1.4332 -1.0022
C 0.1307 0.9688 0.8926 -0.2225
C -0.4891 -1.2706 -1.2467 -0.8238
C 0.5611 -0.3642 -1.1657 -0.7878
H 1.4890 1.3501 -0.5917 0.0583
H 0.4735 1.8782 1.5042 0.1358
```

---

The following is a DFT calculation (ωB97M-V/def2-TZVPD) of an isolated ion of composition C2H2N3S2 and charge +1.

Properties
Frontier orbital gap (spin up / spin down): 7.25 / 7.24 eV
Energy above the lowest of the compared OMol25 structures with the same formula, charge and spin: 2.237 eV
Charge: +1

```
9
Properties=species:S:1:pos:R:3:lowdin_charge:R:1
S 2.3765 -1.1969 0.0784 1.0885
S -3.8180 0.3984 -0.6848 1.0521
N -0.2481 -0.4856 -0.0855 0.0304
N 3.1051 -0.0442 -0.6947 -0.2605
N 0.8492 -0.8046 0.3503 -0.3124
C -1.2583 0.2320 0.4811 -0.1900
C -2.5018 0.2279 0.0611 -0.5559
H 2.5008 0.7486 -0.8030 0.0026
H -1.0054 0.9243 1.2972 0.1453
```

---

The following is a DFT calculation (ωB97M-V/def2-TZVPD) of a 4-piece molecular cluster, C2H10NO5 overall.

Properties
Frontier orbital gap: 7.78 eV
Energy above the lowest of the compared OMol25 structures with the same formula, charge and spin: 1.611 eV
Charge: -1

```
18
Properties=species:S:1:pos:R:3:lowdin_charge:R:1
O -3.1398 4.4696 1.6431 -0.0424
O 1.3702 -0.3738 -2.9626 -0.1367
O -0.0539 1.8150 1.4134 -0.0773
O 0.2750 -2.0011 -1.1476 -0.3082
O 2.3416 -3.0913 -0.0075 -0.1423
N -0.1196 0.0025 0.0545 0.0654
C -0.3639 0.6362 1.2003 -0.4000
C -0.3550 -1.4758 -0.0715 -0.4075
H 0.3134 0.5013 -0.7031 0.1182
H -0.0418 -1.9772 0.8540 0.0991
H -1.4457 -1.5880 -0.1800 0.0952
H 2.9742 -2.3856 -0.0044 -0.0148
H -2.9801 5.1790 1.0633 -0.0020
H -0.8326 0.0875 2.0244 0.1253
H 1.5237 -2.7358 -0.5063 -0.0215
H 1.8237 -0.0964 -2.1558 -0.0001
H 1.0012 -1.2159 -2.5498 0.0137
H -2.2904 4.2497 2.0356 0.0358
```

---

The following is a DFT calculation (ωB97M-V/def2-TZVPD) of C45H56N4P2PtS2 as an isolated structure.

Properties
Frontier orbital gap: 5.79 eV
Charge: +2

```
110
Properties=species:S:1:pos:R:3:lowdin_charge:R:1
Pt -0.2533 0.1369 -0.1453 1.1580
S 1.6209 -3.2517 0.7026 0.6913
S -4.4416 1.7075 -0.6163 1.1986
P 0.1019 -0.1461 -2.5245 1.0601
P -0.1161 0.1713 2.3181 1.0540
N -2.3370 0.3102 -0.2264 -0.0916
N 1.5887 -5.3415 -0.9540 0.0762
N 1.7123 -0.0099 -0.0194 -0.1714
N 0.5866 -5.6514 1.1321 0.0738
C -0.1913 2.9903 2.5071 -0.0897
C -0.5521 -2.1730 -4.3986 -0.0798
C -0.7866 -1.7031 -2.9653 -0.5087
C -1.3071 1.8213 4.3865 -0.0960
C 1.8475 -0.5008 -2.3975 -0.3020
C -5.6728 -2.0937 0.0538 -0.0003
C -4.3994 -4.1985 0.6511 -0.5511
C -1.9920 3.9125 -0.8711 -0.0052
C 0.3779 4.3102 -1.0028 -0.0393
C -5.0314 -5.0070 -0.4924 -0.0303
C -2.7439 1.5320 -0.4728 -0.5514
C -0.5200 -1.0055 3.6913 -0.5111
C 0.6446 2.9571 -0.8061 -0.1093
C 3.7292 -1.0053 -0.9923 -0.0533
C 4.4493 -1.3879 -2.1018 -0.0313
C 2.4313 -0.4910 -1.1221 -0.3255
C 3.6074 1.3507 3.5001 -0.0536
C -4.4280 -2.7151 0.2949 -0.1449
C -4.6296 0.0093 -0.2926 -0.4309
C -3.3875 -0.5902 -0.0964 -0.2771
C 2.2972 0.9139 3.5311 -0.0765
C -0.4227 2.1116 -0.6089 -0.2545
C 3.9114 -1.2708 -3.3845 -0.0547
C 2.6109 -0.8421 -3.5229 -0.0807
C -0.9289 4.7837 -1.0368 -0.0329
C 3.6336 1.0243 1.1101 -0.0259
C 1.2817 -6.5868 -1.2323 -0.0863
C 1.2465 -4.8238 0.2521 -0.8134
C -0.1536 0.9406 -3.9913 -0.4933
C -5.7941 -0.7530 -0.2290 -0.0410
C -2.9743 -4.7051 0.8783 -0.0637
C 0.2627 -6.9315 0.8527 -0.0523
C 1.6483 0.5196 2.3612 -0.3210
C -0.3966 -2.8012 -1.9820 -0.1515
C -5.2008 -4.4173 1.9430 -0.0280
C 2.3391 0.4938 1.1427 -0.3015
C -1.9918 -1.4176 3.5668 -0.0965
C 0.7377 2.1743 -4.0665 -0.0739
C -3.2823 -1.9477 0.2113 0.0226
C -0.9818 1.7364 2.8941 -0.4928
C -1.7408 2.5598 -0.6470 -0.2647
C -1.6371 1.3064 -4.1229 -0.0758
C 0.5968 -7.4500 -0.3551 -0.0263
C 4.2567 1.4393 2.2727 -0.0369
C 0.3777 -2.2157 3.8735 -0.1126
H -5.2318 -5.4806 2.1850 0.0955
H 5.2604 1.8395 2.2200 0.1201
H -0.4663 -2.4790 -0.9424 -0.0079
H -1.0800 -3.1184 -4.5328 0.0965
H -2.4872 -4.1714 1.6999 0.0727
H -1.1154 5.8365 -1.1970 0.1229
H -2.2865 0.4293 -4.1262 0.0748
H 0.4191 2.9276 -3.3574 0.0560
H 0.3605 -8.4685 -0.6188 0.1154
H 2.1786 -0.7766 -4.5131 0.1080
H 4.1489 1.1074 0.1629 0.1178
H -4.9315 -6.0741 -0.2897 0.0929
H 4.4935 -1.5381 -4.2550 0.1155
H -1.9277 1.7177 2.3388 0.0937
H -1.0530 -3.6625 -2.1136 0.0901
H -2.1264 -2.0743 2.7039 0.0498
H -0.9387 -1.4798 -5.1446 0.0765
H -2.3027 -1.9630 4.4584 0.0979
H 1.7881 1.9404 -3.8918 0.0806
H 4.1541 -1.1193 -0.0057 0.1155
H -3.0101 -5.7635 1.1397 0.0909
H -0.3924 -0.3598 4.5615 0.0916
H 4.1080 1.6456 4.4114 0.1163
H 0.2336 -2.9299 3.0709 0.0004
H 0.6514 2.6044 -5.0654 0.0985
H 0.2471 2.9343 1.5191 0.0373
H 0.1211 -2.6886 4.8238 0.0954
H -6.0939 -4.7917 -0.6025 0.0855
H -1.7593 2.7966 4.5726 0.0972
H 0.3741 -5.2649 2.0406 0.1351
H -2.3011 -2.3640 0.3905 0.0850
H -2.3616 -4.6024 -0.0192 0.0763
H 1.4354 -1.9555 3.8925 0.0755
H 0.6192 3.1562 3.2169 0.0896
H -2.0129 1.0671 4.7287 0.0714
H -1.9415 1.9626 -3.3056 0.0668
H -4.7449 -3.8850 2.7805 0.0895
H 1.5952 -6.9391 -2.2094 0.1243
H -0.8495 3.8597 2.5392 0.0982
H -6.2291 -4.0702 1.8446 0.0846
H 1.6640 2.5953 -0.7799 0.1179
H -6.5753 -2.6874 0.1048 0.1220
H -3.0115 4.2784 -0.8999 0.1214
H -6.7661 -0.3049 -0.3837 0.1247
H -1.8019 1.8425 -5.0575 0.0978
H -2.6637 -0.5658 3.4460 0.0715
H 0.1227 0.2718 -4.8102 0.0980
H 5.4456 -1.7880 -1.9695 0.1216
H -0.4063 1.7713 4.9995 0.0818
H 1.7668 0.8937 4.4755 0.1126
H -0.2511 -7.4846 1.6265 0.1401
H 1.2057 4.9929 -1.1431 0.1273
H 0.6320 -3.1244 -2.1465 0.0677
H -1.8483 -1.4594 -2.8369 0.1040
H -4.5403 -4.7909 -1.4433 0.0929
H 0.5042 -2.3594 -4.5895 0.0810
```